[1]
Computed, not measured: a molecular structure, C34H45N7O2RuS3, with ωB97M-V with the def2-TZVPD basis set.

- Kohn-Sham gap (spin up / spin down) (eV) = 8.3 / 6.6
- DFT total energy (a.u.) = -3145.6695
- <S²> = 8.77
- total charge = +1
- 2S+1 = 6
- relative energy (zero: lowest compared OMol25 entry of this formula, charge and spin) (kcal/mol) = 6.6

Cartesian coordinates (Å):
H1 4.25 0.22 0.23
H2 2.40 -0.60 1.80
C1 -0.37 -2.80 3.52
H3 4.65 -1.24 -2.50
H4 -3.20 -3.78 0.41
H5 0.57 -0.69 4.77
H6 -1.55 -0.24 3.87
C2 0.50 0.01 -3.91
C3 4.49 -0.85 0.18
C4 -2.73 -0.31 -2.46
C5 -2.11 3.40 1.38
N1 -2.53 -0.07 -1.10
H7 0.32 -4.92 -0.01
H8 2.94 -1.54 -2.82
H9 4.89 -3.22 -1.05
S1 -0.98 5.41 -1.76
C6 -1.44 -3.50 -1.48
C7 -1.15 -3.31 0.02
H10 -1.12 0.36 2.30
C8 2.21 3.41 1.93
H11 1.89 1.20 -3.04
C9 3.64 -1.05 -2.14
C10 2.72 3.14 0.51
H12 1.23 0.23 3.44
H13 -2.43 -3.02 1.78
H14 3.75 -3.52 0.28
N2 -0.51 3.18 -3.13
C11 -2.47 4.36 2.32
H15 2.92 3.13 2.70
C12 3.51 -1.59 -0.72
H16 -0.67 -2.62 4.56
O1 1.78 1.54 -1.11
H17 -0.27 3.78 -3.89
H18 0.52 -3.43 3.54
C13 -3.69 0.16 -0.52
H19 -2.28 -4.19 -1.59
C14 1.75 -1.11 1.12
N3 -3.86 0.31 0.81
H20 3.21 -3.65 -1.40
C15 0.98 -0.77 3.77
H21 -4.71 0.72 1.15
H22 2.38 0.49 -4.54
H23 4.49 -1.25 1.20
H24 -0.54 2.18 -3.26
C16 1.75 2.11 0.01
O2 0.29 2.41 3.05
H25 -1.71 -2.57 -1.96
H26 1.92 4.44 2.11
C17 -1.67 3.80 0.13
C18 -1.57 -0.53 -3.32
H27 -0.59 -3.94 -2.01
C19 -0.04 -2.26 0.21
C20 -0.91 3.67 -1.94
N4 0.79 1.80 0.88
C21 -1.52 -1.20 -4.48
H28 5.50 -0.95 -0.21
H29 -1.85 7.19 0.55
C22 -2.39 5.71 2.03
H30 2.71 4.01 -0.14
H31 -2.18 -1.08 2.45
S2 0.02 -0.99 -5.23
S3 -5.06 0.10 -1.57
C23 -0.06 -1.44 2.86
C24 -1.58 5.17 -0.14
H32 1.90 -1.37 3.83
H33 -0.34 -4.62 1.60
C25 0.98 2.51 2.07
H34 -2.12 2.36 1.65
H35 -4.38 -0.34 -3.90
C26 0.93 -2.09 -0.77
H36 -1.17 -3.35 3.04
H37 -2.29 -1.81 -4.94
H38 0.90 -2.56 -1.75
C27 -1.32 -0.56 2.86
C28 0.49 -1.60 1.45
C29 2.10 -1.49 -0.20
C30 -1.93 6.14 0.79
C31 3.86 -3.09 -0.72
N5 -0.40 0.12 -2.96
C32 -2.48 -3.01 0.70
H39 -1.33 -5.44 0.39
Ru1 -0.24 0.38 -0.55
H40 -2.67 6.45 2.77
H41 3.73 2.73 0.48
N6 1.64 0.71 -3.90
H42 3.47 0.02 -2.14
H43 -3.04 0.43 1.38
C33 -4.01 -0.25 -2.89
C34 -0.59 -4.65 0.54
N7 -1.28 2.95 -0.92
H44 -2.88 -2.05 0.38
H45 -2.79 4.04 3.30



[2]
Computed, not measured: a molecular structure, C17H22Cl2O4Pb, with ωB97M-V with the def2-TZVPD basis set.

- Kohn-Sham gap (spin up / spin down) (eV) = 5.7 / 5.3
- DFT total energy (a.u.) = -2075.2118
- total charge = -2
- relative energy (zero: lowest compared OMol25 entry of this formula, charge and spin) (kcal/mol) = 0.0

Cartesian coordinates (Å):
C1 0.18 0.32 4.80
H1 -3.28 0.93 -3.03
H2 2.84 0.48 -2.58
C2 0.56 -2.73 -2.91
C3 0.15 0.97 -3.30
Cl1 2.62 1.97 -0.72
H3 2.08 0.90 3.92
H4 -1.91 -2.42 1.16
H5 2.84 -1.22 -3.12
O1 -1.60 -0.46 3.37
O2 -1.80 -1.90 0.34
H6 1.53 -2.78 -2.41
H7 0.64 -3.26 -3.87
H8 -1.56 -0.14 6.00
C4 1.54 0.70 4.85
H9 3.29 1.04 6.11
H10 -0.39 0.09 8.16
C5 -2.43 -1.69 -2.86
C6 0.12 -1.33 -3.07
C7 -0.51 0.11 3.49
H11 -2.25 2.36 -2.82
C8 -2.38 1.44 -3.40
C9 0.61 2.36 -3.32
C10 0.98 -0.20 -3.24
H12 1.51 2.44 -2.68
C11 -1.21 0.55 -3.25
H13 -2.78 -2.19 -3.78
H14 -0.17 -3.27 -2.30
H15 -2.04 1.41 -0.35
H16 2.02 0.75 8.24
H17 -2.23 -2.46 -2.11
C12 0.17 0.28 7.24
H18 0.85 2.71 -4.34
H19 -3.25 -1.06 -2.50
H20 2.81 0.11 -4.32
C13 2.22 0.83 6.08
H21 -0.13 3.02 -2.84
C14 -1.23 -0.87 -3.08
C15 2.45 -0.22 -3.34
O3 0.22 0.59 2.49
Pb1 -0.32 -0.38 0.61
C16 -0.50 0.13 6.01
H22 -2.57 1.74 -4.45
Cl2 1.84 -1.59 0.24
O4 -1.09 1.31 -0.41
C17 1.52 0.63 7.28



[3]
Computed, not measured: a molecular structure, C4H8N3OS, with ωB97M-V with the def2-TZVPD basis set.

- Kohn-Sham gap (eV) = 9.4
- DFT total energy (a.u.) = -794.5663
- total charge = +1
- relative energy (zero: lowest compared OMol25 entry of this formula, charge and spin) (kcal/mol) = 80.9

Cartesian coordinates (Å):
H1 -2.33 0.76 -0.59
H2 0.03 -0.80 2.24
N1 0.22 -1.00 -0.87
N2 0.26 -1.51 1.47
H3 0.82 -2.46 1.67
S1 2.56 -0.67 0.62
O1 -0.37 2.88 -0.37
N3 0.13 0.98 0.90
H4 -0.68 -1.83 1.10
H5 -1.47 1.45 -2.06
H6 0.72 1.64 1.27
H7 2.98 -0.09 -0.61
H8 -1.21 -0.86 -2.29
C1 0.82 -0.70 0.28
C2 -0.47 1.70 -0.18
C3 -1.28 0.93 -1.14
C4 -0.72 -0.41 -1.43



[4]
Computed, not measured: 2 unconnected molecules or ions with the total composition C5H13NO, with ωB97M-V with the def2-TZVPD basis set.

- Kohn-Sham gap (spin up / spin down) (eV) = 3.0 / 8.3
- DFT total energy (a.u.) = -328.1872
- <S²> = 0.75
- total charge = -1
- 2S+1 = 2
- relative energy (zero: lowest compared OMol25 entry of this formula, charge and spin) (kcal/mol) = 53.8

Cartesian coordinates (Å):
C1 0.29 -0.38 0.72
H1 2.49 1.13 -0.35
H2 -1.87 1.52 -0.28
H3 -3.04 0.22 0.00
H4 -0.20 1.51 1.21
C2 -0.55 -0.81 -0.15
C3 -1.31 -0.10 -1.23
H5 1.95 -1.55 0.50
C4 -2.45 0.78 -0.68
O1 2.92 0.92 -1.22
H6 1.73 -0.81 2.26
H7 -0.62 -1.83 -0.42
H8 -0.61 0.64 -1.63
H9 -1.70 -0.89 -1.95
N1 0.58 0.91 1.13
C5 1.16 -1.29 1.37
H10 2.54 0.19 -1.64
H11 1.10 0.95 1.99
H12 0.68 -2.16 1.83
H13 -3.11 1.05 -1.45



[5]
Computed, not measured: a molecular structure, C28H31Cl3HfOSi, with ωB97M-V with the def2-TZVPD basis set.

- Kohn-Sham gap (spin up / spin down) (eV) = 2.5 / 2.0
- DFT total energy (a.u.) = -2878.9689
- total charge = -2

Cartesian coordinates (Å):
H1 2.32 -4.05 3.15
H2 -0.84 1.63 -2.09
C1 2.63 3.67 -0.69
H3 -0.32 4.70 -2.19
C2 1.79 4.68 2.77
C3 0.89 -3.45 1.65
H4 2.16 5.67 3.04
C4 -5.38 -1.20 -0.33
H5 2.33 3.98 3.38
H6 4.66 2.53 0.80
H7 1.15 5.52 -2.68
H8 -3.52 -4.05 -0.74
C5 -2.71 -2.06 -0.34
Cl1 0.29 -1.17 -1.13
H9 -2.21 0.02 0.01
H10 0.72 -3.79 5.05
Si1 -0.97 -2.69 -0.35
C6 1.29 -3.74 2.96
C7 -1.33 -2.95 2.44
C8 1.43 4.38 -0.90
H11 0.75 4.64 3.17
Cl2 -0.80 2.04 2.29
H12 2.94 2.77 -2.59
C9 0.89 4.80 0.34
H13 -6.45 -0.87 -0.33
H14 -0.86 -4.32 -5.01
H15 1.00 3.83 -2.96
H16 -5.89 -3.29 -0.71
H17 1.62 -3.51 0.85
C10 -0.44 -3.10 1.37
H18 -0.33 6.51 0.30
C11 1.84 4.39 1.37
H19 -2.38 -2.69 2.25
C12 3.53 3.16 -1.75
C13 -0.10 -5.83 -3.67
C14 -3.03 -0.73 -0.17
C15 -0.79 -4.03 -1.59
H20 -0.72 5.48 1.62
C16 -1.06 -3.72 -2.94
C17 0.14 -6.18 -2.32
C18 -4.35 -0.28 -0.17
C19 0.78 4.60 -2.25
C20 -0.70 -4.60 -3.97
H21 4.07 3.03 2.35
C21 4.20 3.35 1.31
C22 -0.92 -3.23 3.75
C23 0.38 -3.64 4.02
H22 -1.25 5.08 0.03
H23 -1.49 -2.76 -3.20
O1 -0.68 2.13 -1.05
H24 -1.64 -3.13 4.58
Cl3 3.94 -0.77 1.06
C24 -3.73 -2.97 -0.58
H25 0.62 -7.11 -2.07
H26 -4.60 0.78 -0.01
C25 -0.38 5.46 0.60
C26 -0.21 -5.28 -1.27
H27 4.92 4.21 1.32
H28 0.18 -6.52 -4.45
C27 -5.10 -2.58 -0.55
H29 4.11 2.35 -1.39
H30 4.20 3.93 -2.18
C28 2.98 3.79 0.67
Hf1 0.43 2.72 0.39
H31 0.01 -5.53 -0.26



[6]
Computed, not measured: a gas-phase ion, C4H8O2P (charge -1), with ωB97M-V with the def2-TZVPD basis set.

- Kohn-Sham gap (eV) = 8.4
- DFT total energy (a.u.) = -649.0908
- total charge = -1
- structure (SMILES) = C/C=C/[P@@](C)(=O)[O-]
- relative energy (zero: lowest compared OMol25 entry of this formula, charge and spin) (kcal/mol) = 21.0

Cartesian coordinates (Å):
H1 0.71 -0.06 -1.53
H2 2.93 -0.03 0.35
C1 -1.87 1.74 -0.03
C2 2.63 -1.05 0.17
O1 -2.87 -0.41 -1.21
P1 -1.88 -0.06 -0.14
H3 -2.21 1.90 0.97
H4 -0.96 2.25 -0.29
H5 -2.72 2.16 -0.65
C3 0.23 -0.58 -0.66
C4 1.09 -1.03 0.26
H6 0.84 -1.57 1.23
O2 -2.05 -0.40 1.31
H7 3.05 -1.50 0.99
H8 3.07 -1.36 -0.77



Q: Among the records above, which one has the lowest DFT total energy?
A: C34H45N7O2RuS3